79
Properties=species:S:1:pos:R:3:forces:R:3:lowdin_charge:R:1 method="wB97M-V/def2-TZVPD" charge=0 e_homo_ha=-0.3570 e_tot_ev=-119098.895 lumo_energy_ev=-0.4
C -2.228247 4.150731 0.518015 0.03 -0.60 -1.47 -0.0623
C -0.729921 4.204771 -0.059357 -2.88 1.15 1.11 -0.2051
O -0.139196 2.919984 0.239649 2.05 0.59 -1.93 0.0448
B 0.855320 2.538526 -0.660522 -0.91 -0.16 0.23 -0.4853
O 0.900920 2.830878 -2.042593 0.31 0.93 2.04 0.1519
C 2.073041 1.606450 -0.059741 0.13 0.29 -0.96 -0.3184
N 1.835015 0.150044 0.122664 -2.35 0.13 0.77 0.1738
C 0.646354 -0.126728 0.395116 0.34 2.12 0.27 -0.2873
O -0.484282 -0.150364 0.660937 0.90 -1.15 -0.35 0.2229
O 3.054999 1.596500 -1.164472 1.69 -1.01 2.81 -0.1504
S 4.361693 0.858010 -0.384097 5.34 -1.52 -2.49 0.7637
O 5.613622 1.556834 -0.689971 -2.74 0.87 0.94 -0.2682
O 4.601590 -0.533324 -0.764786 -2.53 1.63 1.53 -0.2427
O 4.001001 1.145420 1.247257 -1.12 0.16 -1.91 -0.2004
C 2.957577 2.169783 1.123676 0.91 1.04 -0.05 -0.3265
P 2.163388 2.618184 2.761451 -0.67 -0.69 2.78 0.3478
O 1.267965 4.046878 2.630968 1.78 -1.73 0.09 -0.2339
O 3.411230 2.976930 3.840082 -0.93 0.28 -2.52 -0.2258
S 1.160398 1.166433 3.556144 0.30 0.69 -0.59 0.3632
H -2.317892 3.487427 1.421466 0.30 0.97 -0.72 0.0845
H -2.838164 3.647526 -0.301717 0.53 0.56 1.12 0.0830
H -2.672269 5.176273 0.658715 0.63 -1.06 0.08 0.0799
H -0.837363 4.432995 -1.153881 0.58 -0.46 1.00 0.1259
H -0.233518 5.070337 0.477135 0.09 -1.33 -0.62 0.1198
H 1.509937 3.595647 -2.144299 -0.37 -0.74 -0.49 0.1362
H 3.586347 3.082176 0.859863 -1.30 -0.59 -0.40 0.1563
H 0.837677 4.102485 3.515628 0.10 -0.01 -0.65 0.0852
H 4.085230 3.553225 3.422440 -0.26 -0.23 0.41 0.0796
C 2.199817 -3.127137 0.016525 0.36 0.57 -0.02 -0.0897
O 1.748742 -4.326919 0.636839 -0.19 -0.56 -0.46 -0.2022
P 1.551082 -5.637641 -0.256712 -0.20 -0.01 0.07 0.3788
O 1.656460 -5.438254 -1.712794 0.13 0.00 0.54 -0.2375
O 0.143899 -6.192946 0.236973 0.66 -0.17 0.07 -0.2101
C -0.966334 -5.305512 0.119443 -0.35 0.35 0.08 -0.0940
O 2.572768 -6.674847 0.383639 -0.65 0.25 -0.16 -0.2018
C 3.458974 -7.372663 -0.487422 0.38 -0.33 -0.28 -0.1019
H 1.402943 -2.383419 0.068936 0.02 -0.20 0.00 0.0561
H 3.066709 -2.755368 0.562468 -0.09 0.01 0.02 0.0915
H 2.481002 -3.268526 -1.027021 -0.11 -0.12 0.06 0.0884
H -0.875145 -4.674341 -0.767580 -0.03 -0.07 0.00 0.0889
H -1.016152 -4.677178 1.010532 0.00 0.01 -0.05 0.0882
H -1.880696 -5.891863 0.043139 0.15 -0.10 -0.06 0.0855
H 4.362272 -6.779744 -0.637520 -0.05 -0.04 -0.06 0.0917
H 2.991656 -7.583474 -1.449294 0.03 0.12 0.03 0.0813
H 3.727778 -8.318556 -0.018640 -0.08 0.12 0.14 0.0871
C 1.854745 10.703832 0.003135 0.36 0.43 -0.44 -0.0983
O 0.948127 9.698584 0.447470 -0.05 -0.14 0.70 -0.2131
P 0.625432 9.578035 2.008662 -0.04 -0.01 0.05 0.3777
O 1.465941 10.397005 2.897877 -0.32 -0.18 -0.44 -0.2323
O 0.717215 8.008469 2.267422 -0.46 0.35 -0.08 -0.2100
C 1.952670 7.381961 1.937431 0.37 -0.11 -0.19 -0.1057
O -0.939686 9.845517 2.081109 0.64 -0.46 0.01 -0.2029
C -1.418080 10.797190 3.029676 -0.30 0.38 0.40 -0.0977
H 2.744065 10.220639 -0.404263 -0.06 0.00 0.02 0.0890
H 1.373795 11.283275 -0.785181 -0.04 -0.10 0.02 0.0883
H 2.156155 11.382741 0.800921 -0.09 -0.17 0.08 0.0799
H 2.797764 8.047381 2.129762 -0.03 -0.02 0.02 0.0911
H 1.940181 7.104743 0.881310 0.06 0.01 0.02 0.0872
H 2.065113 6.483535 2.541281 -0.16 0.10 0.02 0.0661
H -1.403854 11.792607 2.583909 0.03 -0.03 0.07 0.0921
H -0.818624 10.791547 3.939817 0.05 0.04 -0.11 0.0835
H -2.443629 10.537986 3.289288 0.05 -0.11 -0.17 0.0886
C -4.810976 -9.808752 -0.715116 -0.01 -0.29 0.62 -0.0998
O -4.917081 -9.704569 -2.131362 0.14 0.64 -0.25 -0.2109
P -4.390271 -8.379812 -2.855436 -0.02 -0.01 -0.19 0.3772
O -4.020162 -7.269707 -1.960681 -0.04 -0.48 -0.14 -0.2409
O -5.564582 -8.045993 -3.877577 0.58 -0.24 0.00 -0.2071
C -6.860302 -7.857312 -3.316575 -0.38 -0.09 0.20 -0.1023
O -3.242651 -8.918231 -3.813405 -0.71 0.29 0.18 -0.2017
C -1.976910 -8.259226 -3.786619 0.58 0.24 -0.06 -0.0941
H -5.814565 -9.828841 -0.287432 0.03 -0.01 -0.04 0.0887
H -4.303150 -10.742173 -0.471188 -0.05 0.00 -0.09 0.0878
H -4.254801 -8.982744 -0.271579 -0.05 0.05 -0.19 0.0770
H -6.800288 -7.383071 -2.334163 0.00 0.03 -0.06 0.0877
H -7.353839 -8.826257 -3.224166 -0.01 0.05 0.03 0.0890
H -7.441897 -7.221179 -3.981628 0.18 -0.02 -0.04 0.0898
H -1.352673 -8.703258 -3.010130 -0.02 0.09 -0.02 0.0918
H -2.085543 -7.190008 -3.606238 -0.02 -0.09 0.09 0.0829
H -1.495866 -8.399555 -4.753609 -0.16 -0.13 0.02 0.0888

82
Properties=species:S:1:pos:R:3:forces:R:3:lowdin_spin:R:1 method="wB97M-V/def2-TZVPD" charge=+1 e_homo_ha="-0.3878 / -0.3948" e_tot_ev=-161968.534 e_above_lowest_kj_mol=0.00 lumo_energy_ev="-1.9 / -3.5" multiplicity=6
Fe 0.135236 0.071128 -0.056393 0.22 0.24 0.31 4.0665
C -4.471956 -3.269457 -2.283085 0.00 0.02 -0.01 0.0003
Si -2.848779 -4.143464 -1.973775 0.00 0.07 -0.01 0.0022
C -1.764858 -4.037464 -3.489344 0.00 -0.02 0.03 0.0053
C -3.131063 -5.939454 -1.546680 -0.01 -0.01 0.02 0.0003
C -2.090620 -3.322330 -0.431665 0.00 -0.07 0.05 0.0071
C -2.428253 -3.832790 0.819524 0.04 -0.01 -0.02 0.0036
C -1.987258 -3.249218 2.004977 -0.06 -0.07 0.00 0.0070
C -1.194725 -2.130644 1.922536 0.13 0.12 0.00 0.0099
N -0.848315 -1.612455 0.740108 -0.34 -0.37 -0.16 0.0792
C -1.276552 -2.181980 -0.407012 0.00 0.14 0.06 0.0255
S -0.725108 -1.260095 -1.794675 0.04 0.05 -0.12 0.1906
H -5.002853 -3.715397 -3.126804 0.00 0.00 0.00 0.0000
H -4.307832 -2.213997 -2.514316 0.00 0.00 -0.01 0.0002
H -5.125134 -3.325669 -1.409577 0.00 0.00 0.00 0.0000
H -2.171492 -4.707843 -4.250953 0.01 -0.01 0.00 0.0004
H -0.735291 -4.338615 -3.290363 0.00 0.02 0.00 0.0005
H -1.754989 -3.029321 -3.901681 0.02 0.00 0.00 0.0026
H -3.553269 -6.455447 -2.411684 0.01 0.00 0.00 0.0001
H -3.828212 -6.079862 -0.719239 -0.01 0.00 -0.01 0.0000
H -2.194061 -6.437474 -1.289446 0.00 -0.01 0.00 0.0000
H -3.057198 -4.713057 0.882181 0.01 0.00 0.00 0.0001
H -2.259228 -3.662647 2.965363 0.02 0.02 0.01 0.0007
H -0.810079 -1.612909 2.791917 -0.01 -0.01 0.01 0.0005
C 1.003511 3.658932 0.579020 0.03 -0.08 0.05 0.0104
P 0.705110 2.469706 -0.770185 -0.18 0.12 -0.27 0.0813
C 2.113492 2.844225 -1.858447 0.01 -0.10 0.06 0.0155
C -0.791530 3.128773 -1.583235 0.04 0.01 0.03 0.0062
C -0.733529 4.100587 -2.579432 0.03 -0.02 0.03 0.0031
C -1.896301 4.605934 -3.135597 -0.05 0.01 -0.01 0.0006
C -3.132902 4.155683 -2.693167 0.02 0.03 -0.03 0.0019
C -3.202902 3.185939 -1.707704 0.01 -0.04 0.04 0.0030
C -2.039644 2.657031 -1.153254 0.07 0.00 -0.01 0.0090
P -2.091296 1.320070 0.080320 -0.04 -0.05 -0.07 0.0858
C -3.544461 0.318275 -0.355871 -0.01 0.03 0.01 0.0136
C -2.597329 2.115524 1.638160 0.00 -0.02 0.03 0.0138
H 1.032787 4.672170 0.176765 -0.03 0.00 -0.02 0.0027
H 1.960245 3.424658 1.048810 -0.01 0.01 -0.01 0.0003
H 0.232734 3.579522 1.342065 -0.02 0.03 -0.02 0.0000
H 2.231068 3.920130 -1.987514 -0.01 0.01 -0.01 0.0034
H 2.015619 2.362505 -2.827412 -0.03 0.00 -0.01 -0.0001
H 3.003683 2.451909 -1.362351 -0.02 0.02 -0.03 0.0004
H 0.223152 4.461982 -2.933974 0.00 0.00 0.00 0.0004
H -1.840354 5.352210 -3.916852 0.01 0.00 0.00 0.0001
H -4.041341 4.553810 -3.125272 0.00 0.00 0.00 0.0002
H -4.172184 2.828563 -1.382696 0.00 0.01 0.00 0.0002
H -3.446800 -0.021539 -1.386430 0.01 0.00 0.01 0.0009
H -4.469030 0.882833 -0.233001 -0.01 -0.01 0.00 0.0032
H -3.579175 -0.552742 0.301070 0.00 0.00 0.00 0.0003
H -3.506351 2.700267 1.492515 0.00 0.00 0.00 0.0039
H -1.807933 2.764091 2.014991 0.00 0.00 -0.01 0.0001
H -2.786232 1.339521 2.381953 0.01 0.01 0.01 0.0002
Cl 0.579611 0.655393 -4.333190 -0.01 0.01 -0.01 0.0008
C -0.975055 0.097791 -4.972848 -0.06 0.01 -0.02 0.0008
Cl -2.332295 1.044489 -4.349960 0.02 0.00 0.01 0.0007
H -1.108822 -0.931975 -4.665095 0.01 0.00 0.00 0.0009
H -0.952806 0.202426 -6.050317 0.01 -0.01 0.00 0.0001
S 0.627323 0.746854 2.340547 -0.02 -0.02 0.06 0.1207
P 2.475389 0.137069 1.830631 0.10 0.21 -0.14 0.0245
S 2.469945 -0.493842 -0.100022 0.03 -0.12 0.11 0.1596
C 3.639558 1.512490 2.011215 0.05 -0.06 0.01 0.0031
C 3.552611 2.318525 3.145724 -0.02 -0.01 0.00 0.0028
C 4.448758 3.358859 3.324080 -0.01 0.00 0.00 0.0003
C 5.435144 3.596827 2.374222 0.00 0.01 0.00 0.0003
C 5.526873 2.793842 1.247787 0.00 0.00 -0.01 0.0002
C 4.630549 1.749360 1.064148 -0.03 -0.02 0.00 0.0027
C 3.078317 -1.161532 2.916378 -0.01 -0.05 0.02 0.0049
C 2.324105 -1.615099 3.990649 0.03 -0.01 0.01 0.0025
C 2.830011 -2.614417 4.811253 0.00 0.01 0.00 0.0003
C 4.080030 -3.155101 4.554989 0.00 0.00 0.00 0.0007
C 4.834697 -2.699558 3.479744 0.01 0.00 0.00 0.0003
C 4.337922 -1.702543 2.659631 -0.01 -0.03 0.03 0.0032
H 2.773673 2.139516 3.877516 0.01 0.00 0.01 0.0022
H 4.378960 3.986444 4.202409 0.00 0.00 0.00 0.0000
H 6.133759 4.410903 2.515277 0.00 0.00 0.00 0.0000
H 6.296566 2.977841 0.509980 0.00 0.00 0.00 0.0000
H 4.696921 1.121778 0.183633 0.01 0.01 0.00 0.0022
H 1.352185 -1.181500 4.188332 0.00 0.00 0.00 0.0017
H 2.247255 -2.967071 5.651706 0.00 0.00 0.00 0.0000
H 4.471919 -3.934058 5.195480 0.00 0.00 0.00 0.0000
H 5.810341 -3.122960 3.282809 0.00 0.00 0.00 0.0000
H 4.926347 -1.350861 1.820076 -0.01 0.00 0.00 0.0014

72
Properties=species:S:1:pos:R:3:forces:R:3:lowdin_charge:R:1 method="wB97M-V/def2-TZVPD" charge=-1 e_homo_ha=-0.1410 e_tot_ev=-68051.395 lumo_energy_ev=1.0
Tl 0.797996 0.674179 0.308956 -1.55 -3.55 -4.58 0.9045
Cl 1.042435 -0.835736 -1.978975 -0.30 -0.01 -0.38 0.0210
N 0.996651 -2.083990 0.634939 1.81 -0.44 1.77 0.1005
N 0.291045 2.007408 -1.777251 1.10 1.21 0.23 0.0568
C 1.911426 -2.145236 1.572044 -3.29 -0.69 -2.14 -0.3662
C 1.310605 2.769450 -2.044075 -3.31 -1.42 -0.24 -0.3645
C 0.275751 -3.403045 0.587402 0.36 0.89 0.36 -0.5461
C 0.724493 -4.090236 1.885266 1.01 1.20 0.53 -0.0275
C 0.715562 -4.182008 -0.643487 0.36 0.01 0.10 -0.0498
C -1.230993 -3.226609 0.579855 -0.13 -0.22 0.12 -0.0385
H 1.782237 -4.444591 -0.554238 -0.27 0.09 -0.15 0.0845
H 0.570526 -3.568086 -1.534486 0.03 -0.10 0.04 0.0396
H 0.127205 -5.106746 -0.696235 0.12 0.07 -0.13 0.0805
H -1.549173 -2.758189 1.516029 -0.08 0.09 -0.20 0.0807
H -1.673381 -4.235228 0.525758 -0.09 0.32 -0.02 0.0867
H -1.560493 -2.626408 -0.271849 0.08 -0.05 0.14 0.0856
C -0.874059 2.325544 -2.656918 0.65 -0.07 0.43 -0.5445
C -0.354399 3.505785 -3.506752 1.97 -0.50 1.01 0.0088
C -2.036991 2.751082 -1.777321 -0.08 0.34 0.20 -0.0360
C -1.309366 1.129119 -3.486521 -0.03 0.13 -0.34 -0.0672
H -0.467074 0.714237 -4.038983 -0.06 -0.10 0.02 0.0643
H -2.098282 1.458836 -4.187294 0.25 -0.14 0.19 0.0873
H -1.718586 0.356863 -2.835802 0.14 -0.05 -0.05 0.0734
H -1.754926 3.658685 -1.221543 -0.23 -0.26 -0.01 0.0918
H -2.287243 1.947953 -1.069294 0.06 0.24 -0.19 0.0738
H -2.906369 2.972317 -2.416343 0.13 -0.03 0.27 0.0905
O 1.125712 3.628867 -3.048492 -1.23 0.86 -1.32 0.0025
H -0.848061 4.439464 -3.239049 0.22 0.08 -0.16 0.1150
H -0.348694 3.323538 -4.583715 0.13 0.09 0.22 0.1216
O 1.831819 -3.186531 2.405992 -0.36 -1.81 0.13 0.0046
H 1.169941 -5.079545 1.746341 -0.09 0.18 0.08 0.1196
H -0.083718 -4.105424 2.627693 0.42 -0.01 0.02 0.1217
C 2.967977 -1.144627 1.804563 0.17 0.55 0.01 -0.0738
C 2.565115 2.810965 -1.257190 0.11 0.18 0.29 -0.0776
C 3.237500 1.520756 -0.974903 3.95 -4.35 -1.40 -0.2412
H 2.280515 3.123297 -0.258647 -0.17 0.72 0.13 0.1192
H 3.251069 3.532250 -1.687375 0.03 0.16 -0.05 0.1238
C 2.907209 0.665066 0.069928 -1.05 1.92 0.61 -0.2955
C 3.450657 -0.463787 0.565840 3.97 -1.36 -3.57 -0.2405
H 0.778138 1.586957 1.452519 -1.34 4.10 4.59 -0.0999
C 4.490931 -1.022987 -0.319045 -1.34 0.80 0.83 -0.2018
C 4.799144 -0.374754 -1.530474 -0.68 0.91 0.81 -0.0093
C 5.073321 -2.344883 0.012734 1.05 -0.94 -0.40 -0.0647
C 4.264087 0.916349 -1.820053 -1.21 0.43 0.87 -0.2116
H 5.428223 -0.881300 -2.284085 -0.18 0.43 0.57 0.1124
C 4.609979 1.614735 -3.084034 0.73 0.13 -0.91 -0.0682
H 5.384660 1.094440 -3.677117 -0.35 0.08 0.28 0.0765
H 4.994924 2.629357 -2.916174 -0.09 -0.10 0.08 0.0773
H 3.725614 1.715590 -3.716539 -0.04 0.01 -0.07 0.0837
H 5.403728 -2.423376 1.052316 -0.08 0.12 0.01 0.0737
H 5.961971 -2.594583 -0.611429 -0.55 0.23 0.29 0.0812
H 4.352953 -3.152036 -0.146052 -0.12 0.01 0.02 0.0797
H 3.778561 -1.596658 2.373873 -0.04 0.04 0.10 0.1254
H 2.541051 -0.314750 2.356035 -0.14 -0.11 0.78 0.1188
O -0.814955 0.179175 2.661579 -3.30 -0.78 -3.09 -0.1536
C -1.765259 0.133964 1.716063 4.36 0.54 2.66 -0.6378
O -1.582136 -0.057392 0.505384 0.35 -0.38 -0.84 -0.0996
C -3.126201 0.477597 2.129160 0.14 -0.25 -0.20 -0.1105
C -4.195150 0.241390 1.257889 -0.72 0.23 0.91 0.1111
C -5.470940 0.452592 1.814251 1.89 0.41 1.04 -0.1215
C -5.576141 0.909271 3.143665 -0.17 0.10 0.08 0.0946
C -4.446335 1.195743 3.932525 0.28 -0.63 -1.91 -0.1246
C -3.171787 0.984255 3.414656 -1.61 0.09 0.19 0.0960
N -4.571544 1.685891 5.268897 -1.10 1.01 2.65 -0.3192
O -5.733181 1.881636 5.704319 2.09 -0.34 -0.72 0.0443
O -3.546511 1.895575 5.939043 -1.66 -0.39 -1.26 0.0737
N -6.662511 0.204415 1.044743 -2.13 -0.18 -0.66 -0.3324
O -6.575278 -0.238032 -0.106962 0.23 0.61 1.58 0.0715
O -7.746029 0.456812 1.600112 1.33 -0.37 -0.82 0.0510
H -4.045087 -0.102908 0.226754 0.04 0.13 0.65 0.1418
H -6.548094 1.056824 3.579442 -0.17 0.02 -0.02 0.1176
H -2.241780 1.161455 3.942135 -0.21 -0.14 -0.06 0.1347